# C35H69F12N6O16P6S3

A 4-piece molecular cluster, C35H69F12N6O16P6S3 overall at a distorted geometry (ωB97M-V with the def2-TZVPD basis set, the OMol25 dataset).

XYZ file:
```
147
Properties=species:S:1:pos:R:3:forces:R:3
N 2.2884 1.8541 -0.8704 1.004 -2.760 0.970
P 2.6516 0.2730 -0.5599 0.175 4.997 -3.543
N 2.0003 -0.1674 0.9961 1.682 -4.174 3.362
C 2.2470 -1.5668 1.4669 -0.371 1.206 0.600
N 2.7379 -2.4595 0.5040 0.050 0.480 0.723
N 1.9253 -2.0199 2.8546 1.970 2.612 -4.158
C 2.9777 -2.8833 3.4950 1.906 -2.877 0.801
C 2.3872 -4.3425 4.0625 0.028 0.056 0.559
C 3.4410 -5.5913 3.8359 -3.103 -0.931 -0.413
F 3.6070 -5.7639 2.3750 0.191 0.462 4.099
F 2.7032 -6.8221 4.3102 2.458 3.764 -1.573
C 4.8347 -5.4732 4.6899 -0.128 -2.302 2.961
F 4.8784 -6.7007 5.5719 0.115 4.134 -2.929
F 4.7742 -4.3247 5.6700 0.307 -3.390 -3.629
C 6.2092 -5.5154 3.8059 2.740 -2.152 1.200
F 7.3402 -5.6515 4.7990 -3.876 0.719 -3.285
F 6.3110 -6.7594 2.9547 -0.804 4.626 2.828
C 6.5385 -4.1796 2.9252 3.275 2.242 -2.301
F 6.2643 -2.8873 3.5924 0.524 -4.683 -2.161
F 5.9230 -4.1473 1.5706 1.643 -0.135 4.789
F 8.0302 -4.2021 2.6808 -5.420 0.121 0.802
C 1.2983 -1.0111 3.7591 0.946 0.759 2.500
P -0.0425 -1.9401 4.7879 -5.542 1.159 -0.228
O -1.4700 -1.2836 4.7750 4.410 -1.543 -0.087
C 0.8450 0.4160 3.1345 0.980 -1.412 -2.223
C -0.4922 0.4300 2.1920 -1.343 1.591 -0.211
C -1.0695 -0.9535 1.6168 -1.922 -0.024 -0.850
C -1.2898 -0.8312 -0.0366 1.036 -1.078 -0.286
C -0.8668 -2.3249 -0.6441 0.910 0.363 0.865
S -1.2295 -2.5048 -2.4872 1.940 -0.510 -0.306
C 0.3654 -3.1769 -3.2104 2.482 -0.636 -1.273
N 1.0596 -2.9482 -4.5356 -0.490 -3.180 7.293
N 2.2219 -3.7371 -4.3966 -0.455 -2.122 4.803
C 2.3120 -4.4545 -3.0674 -2.988 3.748 -3.866
O 1.0930 -4.1003 -2.3228 1.317 1.545 -3.943
S 0.5364 1.7962 4.3650 -8.876 5.444 -0.827
O -0.7799 1.6279 5.2070 5.966 -0.852 -2.517
O 0.2780 3.0907 3.4970 2.686 -4.986 2.541
C 1.8769 2.2229 5.5650 2.759 3.171 5.579
F 2.9026 3.2094 5.0529 -3.662 -4.167 1.159
F 1.1896 3.0064 6.6666 2.298 -2.917 -4.197
F 2.5000 1.0785 6.2981 -1.803 3.505 -2.997
C 2.0829 0.8561 2.0879 -2.331 0.810 1.199
P 3.7961 0.9590 2.8946 1.992 1.317 -0.395
S 5.2597 0.1338 1.9079 -0.440 -0.669 -0.274
H 3.1611 2.3972 -1.0494 -0.846 -0.624 0.385
H 4.0817 0.1725 -0.7181 -0.863 -0.982 0.569
H 2.0359 -0.5384 -1.5900 0.171 -0.137 1.405
H 3.7342 -2.3257 0.1549 -1.967 -0.057 0.479
H 2.1827 -3.2933 0.1732 1.043 1.114 0.959
H 3.8645 -3.2030 2.7614 -2.321 1.259 1.148
H 3.5245 -2.4054 4.4277 -1.393 -0.343 -2.068
H 1.3869 -4.6384 3.5321 2.118 0.410 0.911
H 2.1879 -4.2309 5.2342 0.444 -0.531 -2.618
H 2.1308 -0.7501 4.5772 -1.677 -0.520 -1.651
H -0.1866 -3.2703 4.1823 0.823 1.057 0.428
H 0.4160 -2.1793 6.1408 0.359 0.224 -0.975
H -0.2705 1.1458 1.2617 -0.249 -1.528 2.182
H -1.3860 0.9798 2.7631 2.152 -1.323 -1.008
H -2.1738 -1.1008 2.0462 2.674 0.202 -0.659
H -0.4986 -1.9395 1.8507 -0.735 1.863 -0.309
H -0.5063 -0.0771 -0.5285 -1.921 -1.432 1.099
H -2.3896 -0.5398 -0.3278 2.286 -0.531 0.651
H -1.3679 -3.2160 -0.0730 0.902 1.797 -1.059
H 0.3050 -2.3861 -0.5197 -2.404 -0.045 -0.245
H 3.1246 -5.1586 -2.6044 -1.948 1.598 -1.173
H 1.7881 1.9294 1.7167 0.703 -2.095 0.260
H 3.8942 0.4761 4.2471 -0.891 0.466 -0.491
H 4.1331 2.3889 2.9655 -0.992 -1.195 0.254
O -5.2704 -1.4248 -4.1620 -4.215 0.472 1.874
P -6.2863 -2.4653 -4.6937 7.527 -3.658 -5.519
O -5.3185 -3.7728 -4.3803 -0.513 0.179 0.595
C -5.2394 -4.2352 -3.0458 -0.044 -0.322 0.153
C -6.4566 -5.0667 -2.6925 -0.193 -0.144 0.156
O -5.8439 -2.2854 -6.2902 -1.413 0.513 0.548
C -5.4545 -1.0086 -6.7766 0.440 0.419 -0.216
C -3.9417 -0.9155 -6.8601 0.228 -0.112 -0.039
O -7.4215 -3.6278 -5.2877 -0.626 2.388 2.981
C -8.7182 -3.1278 -5.5697 -1.007 -0.009 -0.609
C -8.7724 -2.4307 -6.9161 0.018 0.342 -0.191
H -5.1280 -3.3919 -2.3550 0.068 0.008 0.015
H -4.3401 -4.8505 -2.9660 0.027 0.092 -0.132
H -7.3574 -4.4465 -2.6727 0.018 -0.074 0.067
H -6.3376 -5.5305 -1.7084 -0.029 0.052 -0.077
H -6.6216 -5.8510 -3.4387 0.104 0.136 0.133
H -5.8756 -0.2062 -6.1606 0.195 -0.116 -0.052
H -5.8790 -0.8937 -7.7796 -0.042 -0.136 0.090
H -3.4653 -1.1587 -5.9065 -0.193 0.129 0.008
H -3.6308 0.0877 -7.1611 -0.043 -0.048 -0.021
H -3.5574 -1.6350 -7.5914 -0.109 0.134 0.028
H -9.0400 -2.4569 -4.7663 -0.218 -0.104 -0.099
H -9.3980 -3.9848 -5.5805 0.151 0.019 0.138
H -8.2820 -1.4551 -6.8668 -0.046 -0.053 -0.101
H -9.8086 -2.2634 -7.2261 0.092 -0.069 0.090
H -8.2599 -3.0167 -7.6866 -0.128 0.027 0.210
O -5.5185 3.0974 -8.3110 2.617 3.835 -0.238
P -6.2935 4.4000 -7.9952 -7.925 -5.898 1.505
O -6.9375 3.8348 -6.5775 0.647 0.462 -0.045
C -6.1068 3.8145 -5.4327 0.065 0.081 0.405
C -6.0027 5.1972 -4.8202 0.073 0.218 0.159
O -7.5997 4.0189 -8.9573 0.937 1.123 -0.507
C -7.4008 3.3064 -10.1702 -0.057 -0.479 -0.275
C -7.7395 1.8389 -9.9807 -0.137 -0.185 0.133
O -7.1595 5.8555 -7.6424 3.811 -0.214 -0.385
C -6.8502 6.9666 -8.4676 -0.290 0.958 -0.508
C -7.5711 6.8959 -9.8006 0.018 -0.094 -0.379
H -5.1150 3.4239 -5.6870 -0.040 -0.072 0.035
H -6.5591 3.1283 -4.7128 -0.043 -0.036 -0.158
H -5.4657 5.8776 -5.4875 0.019 0.008 0.098
H -5.4682 5.1598 -3.8658 -0.030 0.009 -0.100
H -6.9970 5.6253 -4.6554 0.153 -0.136 -0.007
H -6.3796 3.4407 -10.5440 -0.133 -0.158 0.127
H -8.0719 3.7376 -10.9205 -0.005 0.082 0.153
H -7.1880 1.3980 -9.1458 0.120 0.150 -0.151
H -7.5176 1.2695 -10.8865 -0.033 0.031 0.031
H -8.8032 1.7225 -9.7461 0.113 0.068 -0.117
H -5.7665 7.0331 -8.6096 -0.088 0.245 -0.020
H -7.1718 7.8645 -7.9317 0.090 -0.154 0.090
H -7.1148 6.1425 -10.4478 -0.101 0.063 -0.017
H -7.5170 7.8558 -10.3234 0.015 -0.070 0.124
H -8.6230 6.6208 -9.6681 0.215 0.101 0.071
O 6.8853 3.1390 5.9427 4.036 2.128 -0.222
P 7.7736 2.8951 7.1872 -7.315 -5.788 3.432
O 7.6191 1.2463 7.1435 0.531 0.370 -0.314
C 8.3953 0.5317 6.2013 0.327 -0.296 -0.086
C 9.8214 0.3731 6.6902 0.267 -0.076 0.001
O 6.5495 3.1672 8.2847 1.038 1.077 -0.143
C 5.5557 4.1440 8.0080 -0.481 0.103 -0.090
C 4.2877 3.4779 7.5054 -0.035 -0.179 0.116
O 8.7661 2.6226 8.5777 1.111 1.699 -3.345
C 9.4737 3.7548 9.0556 0.537 0.676 0.886
C 8.5911 4.6557 9.8988 -0.224 0.306 0.013
H 8.3695 1.0321 5.2267 -0.053 -0.055 -0.020
H 7.9379 -0.4531 6.0808 -0.109 0.080 0.060
H 10.3290 1.3414 6.7260 0.044 -0.088 -0.039
H 10.3881 -0.2872 6.0264 -0.046 0.090 0.058
H 9.8410 -0.0389 7.7046 -0.056 0.030 -0.202
H 5.9260 4.8944 7.3006 -0.144 -0.204 0.011
H 5.3402 4.6704 8.9439 0.119 -0.122 -0.006
H 4.4812 2.8288 6.6470 0.260 0.279 0.172
H 3.5443 4.2255 7.2186 0.084 -0.033 0.096
H 3.8593 2.8402 8.2864 0.051 0.164 0.002
H 9.9062 4.3048 8.2133 0.158 0.031 0.213
H 10.2991 3.3827 9.6696 -0.066 -0.090 -0.183
H 7.8940 5.2142 9.2688 0.007 0.006 0.118
H 9.1931 5.3844 10.4503 -0.009 -0.131 -0.082
H 7.9957 4.0736 10.6104 0.203 0.046 -0.135
```
Forces are in eV/Å.

Its multiplicity is 1. Its calculated total energy is -199931.9272 eV. The HOMO-LUMO gap comes out at 5.555 eV. Its highest occupied orbital energy is -11.015 eV. As for the net charge: +1.